[1]
Below is C36H46Cl3CoGeN7O2P2S2Se as an isolated structure, with properties calculated with the ωB97M-V functional and the def2-TZVPD basis.

Its gap between HOMO and LUMO (spin up / spin down) is 7.47 / 7.29 eV. The energy above the lowest of the compared OMol25 structures with the same formula, charge and spin comes out at 0.0 kJ/mol. Its net charge is 0. The value obtained for the total energy is -10654.2365 Ha. As for the multiplicity: 4.

Cartesian coordinates (Å):
Co: 0.6441 1.0017 1.0156
N: 1.1708 -2.0076 -0.6156
C: 2.4122 -2.4253 -0.1940
C: 2.8947 -3.6724 -0.6352
C: 4.1286 -4.1400 -0.2550
C: 4.9482 -3.3796 0.5849
C: 4.4713 -2.1726 1.0398
C: 3.2000 -1.6872 0.6923
P: 2.7075 -0.1187 1.4578
C: 2.7753 -0.4404 3.2499
C: 2.8451 -1.7240 3.7865
C: 2.7222 -1.9166 5.1561
C: 2.5258 -0.8358 6.0025
C: 2.4384 0.4453 5.4756
C: 2.5525 0.6374 4.1088
C: 4.1018 0.9790 1.0199
C: 4.7384 1.8178 1.9254
C: 5.7121 2.7063 1.4888
C: 6.0482 2.7690 0.1469
C: 5.4138 1.9327 -0.7626
C: 4.4473 1.0427 -0.3298
H: 0.7715 -2.5201 -1.3877
H: 1.0173 -1.0120 -0.7468
H: 2.2756 -4.2530 -1.3080
H: 4.4687 -5.0988 -0.6238
H: 5.9291 -3.7277 0.8726
H: 5.0943 -1.5722 1.6937
H: 2.9827 -2.5802 3.1395
H: 2.7782 -2.9191 5.5591
H: 2.4279 -0.9926 7.0684
H: 2.2560 1.2972 6.1159
H: 2.4274 1.6402 3.7210
H: 4.4934 1.7905 2.9774
H: 6.1976 3.3561 2.2043
H: 6.8029 3.4664 -0.1911
H: 5.6694 1.9740 -1.8133
H: 3.9548 0.4003 -1.0497
C: -2.8280 4.8178 -5.1600
C: -1.8979 4.3807 -4.0555
O: -1.1002 3.2903 -4.5481
P: 0.2245 2.7593 -3.7885
S: 1.0247 1.3649 -1.1256
S: -0.5838 2.5347 -1.8005
O: 1.0263 4.1780 -3.6712
C: 2.2091 4.1781 -2.8477
C: 3.0545 5.3704 -3.2202
H: -3.4902 5.6065 -4.8013
H: -3.4403 3.9831 -5.4998
H: -2.2632 5.2008 -6.0095
H: -2.4579 4.0284 -3.1832
H: -1.2376 5.1893 -3.7382
H: 2.7565 3.2404 -2.9971
H: 1.9025 4.2127 -1.7995
H: 3.4980 5.2538 -4.2084
H: 3.8551 5.4978 -2.4919
H: 2.4463 6.2748 -3.2198
C: -4.2567 -1.1694 -4.4019
N: -4.1239 -2.2214 -3.4133
C: -3.2594 -2.2096 -2.3684
Se: -2.0139 -0.9210 -1.9762
N: -3.4991 -3.3444 -1.6604
C: -4.5195 -4.0821 -2.2367
C: -5.1164 -5.2829 -1.8990
C: -6.1380 -5.7301 -2.7244
C: -6.5446 -5.0006 -3.8433
C: -5.9426 -3.7966 -4.1800
C: -4.9228 -3.3554 -3.3556
H: -3.3949 -0.5127 -4.3106
H: -5.1696 -0.5995 -4.2277
H: -4.2827 -1.6124 -5.3965
H: -2.9635 -3.5777 -0.8411
H: -4.8041 -5.8476 -1.0318
H: -6.6307 -6.6637 -2.4939
H: -7.3459 -5.3816 -4.4599
H: -6.2601 -3.2310 -5.0440
C: -2.1656 0.8103 1.5987
N: -3.3259 0.2507 2.2597
C: -3.4387 -1.1575 1.8843
N: -2.2550 -1.9288 2.2819
C: -1.0945 -1.3553 1.6253
N: -0.9093 0.0806 1.9877
C: -0.7794 0.1615 3.4773
N: -1.9407 -0.3990 4.1391
C: -3.1307 0.3376 3.7070
C: -2.0863 -1.7958 3.7305
H: -2.0490 1.8591 1.8741
H: -2.2780 0.7314 0.5152
H: -3.5614 -1.2200 0.8006
H: -4.3162 -1.5864 2.3722
H: -1.2094 -1.4132 0.5428
H: -0.1918 -1.8989 1.9152
H: -0.6567 1.2072 3.7618
H: 0.1158 -0.3940 3.7708
H: -3.0256 1.3855 3.9931
H: -4.0051 -0.0821 4.2080
H: -2.9578 -2.2234 4.2291
H: -1.1957 -2.3491 4.0368
Cl: 2.2326 4.6502 1.2018
Ge: 0.6648 3.3129 1.9252
Cl: 0.7926 3.7186 4.1169
Cl: -1.1885 4.4149 1.4859

Results of the Löwdin charge analysis, in e, for atoms 1 through 4: 0.018, 0.096, -0.313, -0.034

***

[2]
Below is a 21-piece molecular cluster, C95H128N14O17 overall in a non-equilibrium geometry, with properties calculated with the ωB97M-V functional and the def2-TZVPD basis.

Its gap between HOMO and LUMO is 9.21 eV. Its net charge is 0. The value obtained for the total energy is -5741.9811 Ha.

Cartesian coordinates (Å):
C: 10.5406 5.9179 -0.2414
O: 9.3656 5.1754 0.1185
C: 8.1720 5.7799 0.1745
O: 7.9647 6.9783 -0.0086
O: 7.2367 4.7982 0.2905
C: 5.8257 4.9768 -0.0690
H: 10.5444 6.9441 0.1259
H: 10.6246 6.0005 -1.3250
H: 11.5080 5.5047 0.0443
H: 5.3225 5.4255 0.7875
H: 5.3554 4.0131 -0.2643
H: 5.6500 5.5968 -0.9481
C: 2.1078 4.3110 -2.0575
O: 1.5658 5.3994 -1.3061
C: 1.8967 5.5245 0.0020
O: 2.7614 4.8956 0.6450
O: 1.0309 6.4094 0.5443
C: 0.8954 6.6973 1.9720
H: 1.9509 4.5344 -3.1128
H: 1.6709 3.3124 -2.0538
H: 3.1927 4.3579 -1.9641
H: 1.8373 6.6127 2.5141
H: 0.2504 5.8806 2.2962
H: 0.4677 7.6984 2.0258
C: -0.5157 -0.3739 11.9201
O: -1.1720 -0.5525 10.6618
C: -0.6653 -0.0413 9.5666
O: 0.4201 0.5508 9.5123
O: -1.4689 -0.2467 8.6063
C: -1.1798 -0.1027 7.2926
H: -0.9386 -1.1559 12.5506
H: -0.6989 0.6201 12.3283
H: 0.5616 -0.4894 11.8010
H: -2.1348 0.0081 6.7790
H: -0.8514 -1.0594 6.8865
H: -0.5437 0.7096 6.9409
C: 0.3873 -1.1212 -7.4359
O: -0.3238 -0.1152 -8.1344
C: -0.0390 -0.1184 -9.5853
C: -0.8197 -1.3175 -10.2221
O: -2.2494 -1.4813 -9.9777
C: -2.9219 -2.1779 -10.9970
H: 1.4403 -0.8396 -7.4268
H: 0.2775 -2.1586 -7.7517
H: 0.0523 -1.0752 -6.3997
H: 1.0158 -0.1059 -9.8596
H: -0.6030 0.7153 -10.0037
H: -0.3069 -2.2313 -9.9220
H: -0.5888 -1.2688 -11.2863
H: -2.7618 -3.2547 -10.9426
H: -2.7824 -1.8210 -12.0174
H: -3.9861 -2.0089 -10.8324
C: 1.1784 2.0905 1.4341
O: 0.2467 1.2519 0.7101
C: -0.8868 0.8562 1.5117
C: -1.8013 -0.1062 0.6689
O: -1.0847 -1.3375 0.3644
C: -1.2555 -1.7838 -0.9440
H: 1.5400 1.5483 2.3078
H: 0.7838 3.0342 1.8107
H: 2.0360 2.3107 0.7984
H: -1.4769 1.6721 1.9292
H: -0.5112 0.3589 2.4060
H: -2.0755 0.3584 -0.2783
H: -2.7363 -0.3370 1.1794
H: -0.7253 -1.1640 -1.6671
H: -2.2868 -1.8838 -1.2823
H: -0.7875 -2.7612 -1.0623
C: 5.4048 3.4875 -5.8512
O: 5.0366 2.3989 -5.0514
C: 5.4263 2.4742 -3.6564
C: 4.9053 1.2993 -2.7459
O: 3.4923 1.2613 -2.8102
C: 2.9026 0.2156 -1.9842
H: 5.0912 3.4219 -6.8931
H: 6.4927 3.5361 -5.8993
H: 5.0136 4.4455 -5.5089
H: 5.3439 3.4819 -3.2491
H: 6.4941 2.2556 -3.6512
H: 5.1500 1.4714 -1.6977
H: 5.4025 0.3474 -2.9325
H: 3.1513 0.4062 -0.9402
H: 3.3324 -0.7339 -2.3035
H: 1.8126 0.2232 -1.9831
C: 6.3396 4.6232 3.5867
O: 5.5507 3.9522 4.5263
C: 6.3125 3.0663 5.4124
C: 6.4628 1.6146 4.9138
O: 5.1565 1.0612 4.7498
C: 5.1799 -0.3680 5.0500
H: 7.0216 5.4066 3.9172
H: 5.5831 5.0116 2.9048
H: 6.9327 3.9150 3.0081
H: 5.8804 3.0739 6.4131
H: 7.2790 3.5403 5.5836
H: 7.1832 1.0984 5.5485
H: 6.9790 1.7323 3.9610
H: 5.1648 -0.5873 6.1176
H: 5.9922 -0.8644 4.5191
H: 4.2665 -0.7509 4.5947
N: -3.8465 -1.1320 -6.2353
C: -4.0480 -0.8331 -4.9514
C: -4.2440 0.4945 -4.5657
C: -4.0501 1.5301 -5.4413
C: -3.5768 1.2192 -6.6622
C: -3.5815 -0.0955 -7.0955
H: -4.2875 -1.5778 -4.2068
H: -4.6077 0.7946 -3.5941
H: -4.2604 2.5507 -5.1575
H: -3.4005 2.0071 -7.3795
H: -3.3270 -0.3523 -8.1132
N: 0.8045 4.3856 6.0266
C: 1.4056 5.0487 4.9763
C: 2.1756 4.3582 4.0342
C: 2.5009 3.0144 4.2703
C: 1.9185 2.3490 5.3776
C: 1.1387 3.0960 6.2308
H: 1.0196 6.0336 4.7590
H: 2.5570 4.8689 3.1624
H: 3.1213 2.4256 3.6110
H: 2.1777 1.3351 5.6445
H: 0.6730 2.5924 7.0650
N: 0.7680 -6.1336 -3.6261
C: 1.2020 -5.3975 -2.5727
C: 1.3097 -4.0027 -2.6904
C: 0.9003 -3.3689 -3.8879
C: 0.4578 -4.1831 -4.9710
C: 0.3921 -5.5506 -4.7903
H: 1.4600 -5.9119 -1.6588
H: 1.8127 -3.4395 -1.9183
H: 0.9441 -2.3111 -4.1015
H: 0.2702 -3.6760 -5.9059
H: 0.1775 -6.2492 -5.5855
N: 3.1341 -2.4255 0.5083
C: 4.0513 -3.2132 1.0893
C: 3.9587 -3.6729 2.4105
C: 2.7846 -3.2797 3.1371
C: 1.8135 -2.4877 2.5228
C: 2.0511 -1.9870 1.2340
H: 4.8445 -3.5733 0.4510
H: 4.7366 -4.2796 2.8501
H: 2.6310 -3.5740 4.1648
H: 0.8906 -2.3779 3.0728
H: 1.3947 -1.3520 0.6575
N: -0.0979 -7.6944 -0.3319
C: 1.2246 -7.9674 -0.1632
C: 1.9651 -7.1454 0.6826
C: 1.3982 -6.0154 1.2242
C: 0.0802 -5.7427 0.9663
C: -0.6405 -6.5911 0.1452
H: 1.5510 -8.9044 -0.5897
H: 2.9916 -7.4070 0.8930
H: 2.0252 -5.3931 1.8455
H: -0.4102 -4.8914 1.4148
H: -1.6974 -6.3748 0.0945
N: -7.8582 -6.5564 1.6430
C: -8.1336 -5.2548 1.4248
C: -7.3970 -4.4384 0.5785
C: -6.1973 -4.9479 0.0909
C: -5.7500 -6.2186 0.4377
C: -6.6568 -7.0111 1.1221
H: -9.0132 -4.8712 1.9204
H: -7.7124 -3.4141 0.4456
H: -5.6642 -4.3787 -0.6562
H: -4.7451 -6.5781 0.2731
H: -6.3618 -8.0105 1.4059
N: -5.0522 -0.6738 -0.6509
C: -5.6208 -1.5971 -1.5007
C: -6.8158 -1.3756 -2.2823
C: -7.4798 -0.1640 -2.0079
C: -6.9114 0.7888 -1.1655
C: -5.6430 0.5245 -0.5715
H: -4.9509 -2.4435 -1.5346
H: -7.1911 -2.0770 -3.0127
H: -8.3242 0.0521 -2.6457
H: -7.3883 1.7555 -1.0979
H: -5.1327 1.2009 0.0981
N: -2.3378 1.7291 4.5368
C: -3.5538 1.4763 5.0584
C: -4.5691 2.4732 5.3235
C: -4.1659 3.7983 5.1603
C: -2.8835 4.0997 4.7829
C: -2.0181 3.0306 4.4267
H: -3.8048 0.4608 5.3269
H: -5.5566 2.1520 5.6201
H: -4.9018 4.5597 5.3727
H: -2.6469 5.1534 4.7961
H: -1.1007 3.2343 3.8946
N: -3.8942 -4.2407 -3.4297
C: -5.0190 -4.9952 -3.6324
C: -5.0376 -6.3573 -3.3781
C: -3.8748 -7.0074 -2.9783
C: -2.6877 -6.2627 -2.7919
C: -2.7326 -4.8923 -3.0915
H: -5.8292 -4.4155 -4.0494
H: -5.9885 -6.8606 -3.4724
H: -3.9342 -8.0824 -2.8938
H: -1.7521 -6.7291 -2.5208
H: -1.8633 -4.2876 -2.8790
N: -3.4308 -4.3884 2.2147
C: -3.6992 -4.9430 3.3865
C: -3.4235 -4.2931 4.5917
C: -2.6284 -3.1617 4.5908
C: -2.1084 -2.7335 3.3700
C: -2.5911 -3.3510 2.1977
H: -4.2760 -5.8549 3.4319
H: -3.7970 -4.7769 5.4822
H: -2.2979 -2.7496 5.5328
H: -1.4487 -1.8859 3.4826
H: -2.3214 -2.9277 1.2415
N: -8.2695 -0.8762 3.5543
C: -7.5325 0.2049 3.3842
C: -6.1977 0.1541 2.9726
C: -5.6037 -1.1294 2.8086
C: -6.3877 -2.2317 3.0367
C: -7.7089 -2.0728 3.4087
H: -8.0237 1.1461 3.5829
H: -5.5358 1.0042 2.8980
H: -4.5460 -1.2160 2.6082
H: -6.0635 -3.2403 2.8270
H: -8.3010 -2.9596 3.5800
N: -1.0475 3.6234 -5.0442
C: -0.5305 2.3693 -4.8776
C: 0.8568 2.0957 -4.8304
C: 1.7205 3.1507 -5.2095
C: 1.2551 4.4696 -5.3157
C: -0.1483 4.6380 -5.1692
H: -1.2191 1.5442 -4.7707
H: 1.2624 1.1199 -4.6076
H: 2.7888 3.0169 -5.2946
H: 1.8302 5.3211 -5.6483
H: -0.6645 5.5840 -5.2396
N: 7.1332 -1.1045 1.9550
C: 8.2831 -0.6927 1.2893
C: 8.2459 0.4169 0.4633
C: 7.0445 1.1152 0.2710
C: 5.9323 0.7438 0.9943
C: 5.9839 -0.4041 1.8227
H: 9.1315 -1.3608 1.2901
H: 9.0694 0.9233 -0.0183
H: 7.0629 2.0471 -0.2745
H: 4.9565 1.2010 0.9218
H: 5.0321 -0.6489 2.2707
N: -4.2610 3.3498 -1.6896
C: -4.6255 3.8681 -0.4406
C: -3.7069 4.3489 0.5135
C: -2.3247 4.3209 0.1837
C: -1.9554 3.7933 -1.0381
C: -2.9118 3.3061 -1.9718
H: -5.6601 3.9218 -0.1357
H: -3.9763 4.8092 1.4527
H: -1.5443 4.8002 0.7561
H: -0.9538 3.8573 -1.4370
H: -2.5860 2.9956 -2.9535

Results of the Löwdin charge analysis, in e, for atoms 1 through 4: -0.041, -0.005, -0.552, 0.104

***

[3]
Below is the molecule C8H8N2OS in a non-equilibrium geometry, with properties calculated with the ωB97M-V functional and the def2-TZVPD basis.

Its gap between HOMO and LUMO is 8.27 eV. The energy above the lowest of the compared OMol25 structures with the same formula, charge and spin comes out at 395.3 kJ/mol. Its net charge is 0. The value obtained for the total energy is -892.4117 Ha.

Cartesian coordinates (Å):
C: -1.3125 -0.6597 1.4034
C: -0.9819 1.2282 -1.6622
C: -0.3961 2.2445 -0.8702
C: -0.6287 0.0207 -1.4747
C: 0.4742 1.9599 0.1012
C: 0.2753 -0.5227 -0.3739
C: 1.0041 0.6903 0.3688
C: 2.0214 0.3400 1.1920
N: -2.0304 -0.0192 2.0157
N: -0.5627 -1.2695 0.5552
O: 0.6909 -3.3923 0.1127
S: -0.3427 -3.0022 0.9687
H: -1.8163 1.5281 -2.3433
H: -0.5886 3.3031 -1.0620
H: -1.1601 -0.6620 -2.0219
H: 1.0159 2.8706 0.6063
H: 0.9976 -1.2461 -0.7708
H: 2.7915 0.9445 1.6338
H: 2.1287 -0.7864 1.2468
H: -1.5796 -3.5699 0.3744

Results of the natural (NBO) charge analysis, in e, for atoms 1 through 4: 0.387, -0.220, -0.193, -0.164

***

[4]
Below is a 2-piece molecular cluster, C3H3F3O overall in a non-equilibrium geometry, with properties calculated with the ωB97M-V functional and the def2-TZVPD basis.

Its gap between HOMO and LUMO is 10.87 eV. The energy above the lowest of the compared OMol25 structures with the same formula, charge and spin comes out at 254.8 kJ/mol. Its net charge is 0. The value obtained for the total energy is -490.8536 Ha. Its SMILES is FC=C(F)F.C=O.

Cartesian coordinates (Å):
F: -1.5361 -1.8194 0.0733
C: -2.0741 -0.7596 0.8130
C: -2.4552 0.2865 0.0948
F: -3.0248 1.3715 0.7683
F: -2.4140 0.5812 -1.1743
H: -2.1945 -1.0178 1.8685
C: 1.1188 0.1732 -0.4406
O: 0.7891 -0.3738 0.5352
H: 1.9452 0.8837 -0.5098
H: 0.6576 0.0938 -1.3732

Results of the natural (NBO) charge analysis, in e, for atoms 1 through 4: -0.338, 0.066, 0.663, -0.335